Density functional theory data (ωB97M-V/def2-TZVPD) for a single CH3BrS molecule.

Each atom is followed by the atoms it is bonded to, with distances in Å.
Cartesian coordinates (Å):
1 Br -1.487 -1.291 -0.757  C3 1.998
2 S 1.283 0.432 -0.685  C3 1.915, H6 1.447
3 C -0.111 -0.366 0.357  Br1 1.998, S2 1.915, H4 1.022, H5 1.033
4 H 0.388 -0.880 1.087  C3 1.022
5 H -0.671 0.401 0.761  C3 1.033
6 H 0.597 1.704 -0.764  S2 1.447

Calculated values
- HOMO (spin up / spin down): -5.1 / -10.4 eV
- Net charge: 0
- HOMO-LUMO gap (spin up / spin down): 0.20467 / 0.25882 Ha
- Energy above the lowest of the compared OMol25 structures with the same formula, charge and spin: 49.44 kcal/mol
- LUMO level (spin up / spin down): 0.0176 / -0.1230 Ha
- Spin multiplicity: 3
- Maximum force: 2.88 eV/A

How positive or negative is each atom? The Löwdin charges in e answer that: 0.48 0.63 -0.91 -0.04 -0.05 -0.11